Entry from the OMol25 dataset: a cluster of 11 separate species, C52H147F6N27O15P8S2 in total in a non-equilibrium geometry (wB97M-V/def2-TZVPD).

Properties
LUMO level, eV: 2.46
Multiplicity: 1
Total charge: -2

Structure (XYZ):
```
257
Properties=species:S:1:pos:R:3:forces:R:3:lowdin_charge:R:1
N -28.995990 -10.282140 -37.472490 0.460 1.020 1.589 -0.7542
O -28.353090 -11.308190 -37.580720 1.563 -2.630 -0.388 -0.1012
O -29.810940 -9.947900 -38.272140 -3.102 0.318 -4.003 -0.0618
O -28.833690 -9.531030 -36.526320 1.211 1.124 2.694 -0.0817
C -27.956770 -6.531390 -31.532440 -2.135 1.120 0.591 -0.5751
F -26.931310 -6.171110 -32.350100 -0.798 -0.848 1.320 0.1084
F -28.510170 -7.694020 -31.884810 1.312 0.333 0.025 0.1259
F -27.610310 -6.579770 -30.207640 0.658 -0.287 -1.843 0.0792
S -29.378870 -5.192270 -31.626810 -0.339 -1.099 0.803 0.6598
O -29.133160 -4.342510 -30.474710 -0.405 -0.800 -0.515 -0.3339
O -29.246920 -4.551740 -32.879240 -0.038 0.065 -1.496 -0.2970
N -30.813150 -6.183300 -31.614620 3.746 2.022 -2.196 -0.2821
S -31.283920 -6.115950 -30.177210 -2.535 -0.623 2.483 0.4687
O -30.335100 -6.573070 -29.208230 0.268 -0.765 0.927 -0.3261
O -31.984640 -4.907140 -29.841550 -0.738 0.091 0.317 -0.3236
C -32.624680 -7.526100 -30.295930 1.605 1.365 -1.279 -0.6476
F -31.962250 -8.678800 -30.481810 -0.501 -0.036 0.111 0.1067
F -33.402220 -7.630350 -29.234990 -0.181 -0.071 0.610 0.1289
F -33.411270 -7.287990 -31.362790 0.103 -0.340 0.366 0.1065
O -35.260980 -2.646600 -33.808190 -0.645 0.726 1.512 -0.2752
P -36.136760 -1.544590 -33.313920 -0.399 0.476 -1.140 0.5758
N -37.116840 -1.003990 -34.621550 1.779 2.102 1.567 -0.3156
C -38.172040 -1.798620 -35.136740 -0.040 -0.726 0.230 -0.1452
C -36.444230 -0.063430 -35.555010 0.107 -0.343 0.508 -0.1081
N -35.274010 -0.184830 -32.780200 0.814 -2.058 -0.278 -0.3271
C -33.806450 -0.426200 -32.503650 -1.130 0.351 -0.584 -0.0734
C -35.857550 1.053890 -32.280700 1.186 -1.292 -0.786 -0.1108
N -37.269020 -1.899770 -32.105150 -0.681 -1.192 -0.162 -0.3189
C -36.999860 -2.956490 -31.121880 1.682 0.400 -1.226 -0.0977
C -38.310470 -1.041710 -31.608620 0.147 1.173 -0.807 -0.1544
H -37.735460 -2.476880 -35.869860 -0.572 -0.092 -0.564 0.0866
H -38.991970 -1.175200 -35.493360 0.012 -0.069 -0.451 0.0785
H -38.582170 -2.427450 -34.346510 0.024 0.005 0.105 0.0733
H -36.367020 -0.410630 -36.585350 -0.444 -0.365 -0.036 0.0776
H -35.403580 0.088990 -35.268800 -0.065 -0.073 0.256 0.0669
H -36.906800 0.923510 -35.544940 -0.279 0.054 -0.090 0.0677
H -33.234790 0.029700 -33.312010 0.243 -0.193 -0.082 0.0732
H -33.456250 0.036190 -31.580800 -0.434 0.059 0.228 0.0737
H -33.629530 -1.500290 -32.447830 0.138 0.183 -0.181 0.0737
H -35.613210 1.067110 -31.218530 -0.633 0.607 0.222 0.0801
H -35.285560 1.813620 -32.813370 -0.427 0.724 0.252 0.0788
H -36.911100 1.048700 -32.560190 0.086 0.445 0.383 0.0626
H -36.215690 -3.537860 -31.606840 -0.136 -0.657 0.351 0.0753
H -36.523340 -2.511530 -30.248360 -0.286 -0.100 0.456 0.0819
H -37.869010 -3.564400 -30.870620 -0.033 0.151 -0.105 0.0811
H -37.922690 -0.410770 -30.808850 -0.199 0.012 0.476 0.0744
H -39.198120 -1.582570 -31.280500 0.168 -0.310 0.152 0.0797
H -38.657900 -0.350550 -32.376530 0.015 -0.007 -0.218 0.0661
O -34.153560 -11.523340 -35.448530 -0.833 -3.468 1.215 -0.3106
P -34.624020 -12.836740 -34.808040 1.898 2.043 -0.103 0.6044
N -33.562630 -13.357460 -33.532170 -2.225 0.782 -0.643 -0.3199
C -32.127370 -13.097040 -33.690240 -0.867 -0.367 0.223 -0.0849
C -33.974070 -14.366380 -32.570200 0.365 0.591 0.037 -0.1512
N -34.675600 -14.161320 -35.853080 -0.845 1.321 -1.451 -0.3293
C -33.749330 -14.235130 -37.018110 0.485 0.799 1.107 -0.0856
C -35.320850 -15.420590 -35.562650 0.569 0.683 0.558 -0.1436
N -36.181240 -12.776270 -34.171660 -1.072 -0.700 0.586 -0.3033
C -36.599430 -12.224950 -32.840660 1.723 -0.445 -0.621 -0.0943
C -37.315560 -12.798200 -35.136210 0.940 0.261 0.025 -0.1091
H -31.825110 -13.574900 -34.622110 0.571 0.653 -0.194 0.0711
H -31.590240 -13.622060 -32.900340 -0.054 0.112 0.182 0.0753
H -31.969280 -12.023290 -33.589410 0.459 -0.183 -0.545 0.0935
H -33.823050 -13.960280 -31.570000 0.087 -0.130 0.339 0.0739
H -33.359560 -15.261930 -32.662200 -0.093 -0.321 -0.034 0.0734
H -35.033630 -14.614660 -32.631760 0.081 -0.028 -0.292 0.0571
H -32.791390 -14.477010 -36.557740 0.399 -0.434 -0.677 0.0692
H -34.016360 -14.936910 -37.808240 -0.380 -0.350 0.476 0.0748
H -33.592800 -13.288000 -37.534390 -0.310 0.263 0.416 0.0823
H -34.499090 -16.110860 -35.372030 -0.341 -0.829 -0.226 0.0807
H -35.911710 -15.357090 -34.648890 -0.063 0.077 -0.080 0.0637
H -35.974730 -15.677950 -36.395890 0.096 -0.513 -0.020 0.0765
H -35.731440 -12.208930 -32.181550 0.235 0.215 -0.181 0.0657
H -36.959800 -11.198460 -32.908200 -0.249 -0.099 -0.112 0.0835
H -37.276600 -12.891820 -32.306970 -0.497 0.002 -0.446 0.0725
H -38.240200 -13.024770 -34.605350 0.037 0.082 0.005 0.0747
H -37.178970 -13.518560 -35.942760 0.173 -0.257 0.273 0.0583
H -37.372860 -11.841630 -35.655620 -0.329 0.269 0.173 0.0808
O -29.520080 -13.818440 -21.568230 0.848 0.256 -3.839 -0.3556
P -29.100570 -13.731310 -23.057780 -1.091 0.819 1.074 0.6781
N -27.435240 -13.288440 -23.376060 -1.908 1.388 0.276 -0.3013
C -26.387550 -14.258030 -23.264430 -0.013 -0.769 0.503 -0.1545
C -26.933420 -11.903030 -23.042910 -0.462 -0.685 -0.356 -0.0930
N -30.057000 -12.620500 -23.988270 -0.706 0.623 2.714 -0.3089
C -31.327570 -12.027930 -23.476660 0.345 0.260 -0.068 -0.1079
C -29.903400 -12.413750 -25.398240 1.816 -0.093 -0.217 -0.1366
N -29.380380 -15.163740 -23.932250 0.184 0.814 0.879 -0.3287
C -30.273350 -16.169640 -23.365940 0.877 0.005 0.537 -0.1079
C -28.595760 -15.556530 -25.078980 -0.347 -0.135 0.258 -0.1410
H -25.920430 -14.288350 -22.280070 0.158 0.402 0.301 0.0800
H -25.610470 -14.049910 -23.999920 0.016 -0.241 -0.160 0.0893
H -26.792990 -15.265990 -23.352400 0.146 0.075 -0.438 0.0589
H -26.133660 -11.622920 -23.728500 0.053 -0.282 -0.241 0.0748
H -26.503270 -11.837720 -22.043500 -0.141 -0.279 0.231 0.0733
H -27.677110 -11.111420 -23.134490 -0.363 -0.417 -0.031 0.0736
H -31.490360 -12.075560 -22.399930 0.458 -0.410 -0.070 0.0696
H -31.373550 -10.971040 -23.739290 0.395 0.243 0.049 0.0701
H -32.221130 -12.405130 -23.974030 0.054 -0.678 -0.075 0.0735
H -30.100720 -13.329170 -25.956070 -0.270 0.171 -0.382 0.0741
H -30.379960 -11.526970 -25.816120 -0.804 -0.299 0.401 0.0925
H -28.864160 -12.117310 -25.540370 0.415 -0.449 -0.431 0.0712
H -30.928310 -15.767010 -22.593260 -0.040 0.279 -0.310 0.0739
H -30.843570 -16.677080 -24.144040 -0.026 0.131 -0.060 0.0799
H -29.645060 -16.887090 -22.838100 -0.138 -0.588 0.004 0.0761
H -29.227040 -16.084930 -25.793390 -0.176 0.231 -0.215 0.0832
H -27.836740 -16.282000 -24.786250 0.452 0.023 -0.185 0.0679
H -28.179300 -14.652750 -25.523770 0.267 -0.368 -0.165 0.0754
O -27.549080 -2.514560 -21.856230 1.115 -0.765 1.238 -0.3068
P -26.971350 -3.855530 -21.533220 0.344 0.049 -0.930 0.5965
N -27.574310 -5.015700 -22.608400 -0.370 -0.998 1.913 -0.3082
C -27.178230 -5.058960 -23.996650 0.353 -0.107 0.029 -0.1236
C -28.931740 -5.638450 -22.470220 -0.143 1.093 -0.556 -0.0937
N -27.304110 -4.445340 -19.977730 0.118 -0.821 -0.157 -0.2994
C -26.994720 -5.833470 -19.546560 0.242 0.721 0.354 -0.1274
C -27.678540 -3.595820 -18.840550 -0.944 -0.079 -1.249 -0.1129
N -25.231430 -3.944710 -21.705600 -0.908 1.125 -0.889 -0.3025
C -24.520880 -5.181340 -21.642550 -0.425 -1.005 -0.118 -0.1472
C -24.355450 -2.788980 -21.519800 -1.049 1.349 0.301 -0.1186
H -27.155610 -6.108830 -24.288820 -0.030 -0.039 -0.294 0.0834
H -26.173610 -4.661340 -24.140660 -0.133 0.204 0.021 0.0778
H -27.906750 -4.530650 -24.611680 0.127 0.102 -0.232 0.0905
H -29.664430 -5.040070 -23.011710 -0.018 0.583 -0.124 0.0762
H -29.385160 -5.718300 -21.482230 0.817 -0.140 0.247 0.0723
H -29.025150 -6.565750 -23.035450 0.672 -0.413 0.427 0.0776
H -26.197420 -5.822970 -18.803390 0.550 0.166 -0.093 0.0699
H -27.799010 -6.256390 -18.944600 -0.616 -0.011 -0.457 0.0731
H -26.695690 -6.520680 -20.338030 -0.318 0.309 -0.138 0.0731
H -28.099500 -2.680490 -19.256560 0.302 0.216 0.170 0.0730
H -28.516230 -4.090470 -18.348920 -0.003 -0.068 0.338 0.0741
H -26.901660 -3.390790 -18.103990 0.299 -0.072 -0.186 0.0772
H -24.634600 -5.639880 -20.660260 0.270 -0.339 0.079 0.0595
H -24.909070 -5.854730 -22.406720 0.021 -0.361 0.099 0.0720
H -23.457730 -5.054120 -21.846560 -0.117 0.137 0.005 0.0792
H -24.703820 -2.210920 -20.663890 0.439 -0.085 0.581 0.0685
H -24.384260 -2.005440 -22.276990 -0.342 -0.379 -0.742 0.0732
H -23.297960 -3.040660 -21.439350 -0.281 -0.371 0.325 0.0734
O -36.547270 -8.259230 -21.001310 -0.100 0.595 0.876 -0.3032
P -36.943490 -6.871660 -20.642510 -0.338 0.225 -0.408 0.6232
N -37.788340 -6.134230 -21.960470 0.112 0.900 1.669 -0.3106
C -39.215700 -6.454210 -22.297200 1.814 -0.553 0.468 -0.0770
C -36.935950 -5.821990 -23.093070 0.281 -0.654 -0.134 -0.1346
N -35.522700 -5.943620 -20.185620 -1.150 -1.632 -0.951 -0.3174
C -35.435810 -4.534210 -20.051620 0.125 0.273 -0.153 -0.1597
C -34.557970 -6.617640 -19.311470 -0.707 -0.950 -0.580 -0.1174
N -38.063320 -6.794930 -19.369790 1.533 0.188 -1.359 -0.3346
C -38.588040 -7.998690 -18.797780 -0.186 -0.016 0.846 -0.1334
C -38.591970 -5.568910 -18.807970 -1.115 -1.298 0.466 -0.1101
H -39.773120 -6.768570 -21.414840 0.064 0.357 0.083 0.0661
H -39.173990 -7.328430 -22.946900 -0.355 0.019 -0.351 0.0799
H -39.667210 -5.599610 -22.801080 -0.034 -0.074 0.102 0.0783
H -36.666560 -6.734820 -23.624370 0.309 -0.234 -0.044 0.0830
H -36.033610 -5.370440 -22.680780 0.078 0.122 -0.516 0.0641
H -37.389450 -5.207200 -23.870550 -0.252 0.455 0.465 0.0831
H -35.617980 -4.256540 -19.013440 -0.407 0.558 0.131 0.0754
H -34.392350 -4.285110 -20.244580 0.020 0.447 -0.221 0.0839
H -36.083110 -4.047960 -20.781460 -0.027 0.304 0.300 0.0778
H -34.584420 -7.664240 -19.614830 0.077 -0.137 0.487 0.0718
H -33.521230 -6.295260 -19.408200 -0.100 0.472 -0.544 0.0802
H -34.807300 -6.483370 -18.258900 -0.212 -0.156 0.243 0.0771
H -38.264980 -8.142890 -17.766790 0.902 -0.202 0.178 0.0751
H -39.646110 -7.880660 -18.564000 -0.630 -0.161 -0.941 0.0726
H -38.332720 -8.865050 -19.407970 -0.253 0.099 0.131 0.0804
H -39.670340 -5.671400 -18.929350 -0.488 0.804 -0.732 0.0693
H -38.199060 -4.624050 -19.183430 0.058 -0.358 0.070 0.0806
H -38.607050 -5.685590 -17.724340 0.986 0.603 0.418 0.0760
O -20.101930 -12.397310 -30.658990 0.572 0.550 -0.050 -0.3096
P -21.457410 -12.162680 -31.172560 -1.834 -0.862 -1.068 0.6312
N -21.549050 -11.376280 -32.721360 -0.745 0.057 2.694 -0.3244
C -20.622540 -11.598580 -33.829230 -0.113 -0.054 1.391 -0.0931
C -22.860370 -10.967340 -33.153170 -0.583 0.277 -0.431 -0.1520
N -22.613520 -11.331690 -30.083460 0.715 -1.012 -2.319 -0.3201
C -22.201820 -9.960270 -29.694190 0.125 -1.460 -0.920 -0.1023
C -23.214830 -12.077530 -28.977710 1.129 -0.081 -0.048 -0.1267
N -22.149110 -13.703740 -31.476430 -0.458 0.873 0.447 -0.3217
C -23.569790 -13.819290 -31.780550 0.574 0.488 -0.142 -0.1386
C -21.332160 -14.854860 -31.897140 -0.362 0.792 0.686 -0.1043
H -19.750250 -11.036390 -33.495850 0.578 -0.473 -0.941 0.0830
H -21.065650 -11.232190 -34.755250 0.155 0.363 0.201 0.0827
H -20.483600 -12.670190 -33.972250 0.594 -0.030 -0.051 0.0659
H -23.160380 -11.594620 -33.992580 -0.319 0.078 -0.180 0.0835
H -22.818670 -9.927450 -33.477200 -0.207 0.096 -0.215 0.0859
H -23.642090 -11.037670 -32.396820 0.310 0.008 0.091 0.0667
H -22.025590 -9.422130 -30.625550 0.194 0.254 0.199 0.0728
H -23.012810 -9.474960 -29.151160 0.194 -0.070 0.134 0.0833
H -21.278600 -10.109520 -29.134270 0.053 0.866 0.384 0.0757
H -22.453530 -12.250900 -28.217130 0.047 0.215 0.567 0.0756
H -24.015560 -11.457290 -28.574930 -0.154 -0.325 0.029 0.0848
H -23.519980 -13.094050 -29.226030 -0.390 0.326 -0.428 0.0642
H -23.953770 -14.683890 -31.239140 -0.374 -0.031 -0.198 0.0809
H -24.077660 -12.905710 -31.471500 -0.149 -0.254 0.149 0.0594
H -23.716360 -13.896560 -32.857890 -0.305 -0.324 -0.115 0.0828
H -20.687050 -15.022030 -31.034590 0.459 -0.588 -0.565 0.0761
H -20.807490 -14.733390 -32.844810 0.438 0.411 0.114 0.0635
H -21.983850 -15.700550 -32.116710 -0.180 -0.074 0.571 0.0744
O -27.869910 -4.877140 -39.406590 -1.581 1.112 0.037 -0.2384
P -26.652140 -4.431700 -40.055330 3.842 -1.125 -1.042 0.5978
N -26.704250 -4.047720 -41.751500 -0.262 -0.390 0.478 -0.2961
C -25.475230 -3.885700 -42.529310 0.762 -0.034 1.666 -0.1511
C -27.861690 -3.335880 -42.297650 0.103 -0.371 0.854 -0.1214
N -25.506210 -5.741530 -40.017240 0.416 2.202 -2.636 -0.3355
C -24.905240 -6.096880 -38.771400 -0.969 -0.102 0.468 -0.1289
C -25.772130 -6.882970 -40.934940 -1.011 1.389 0.513 -0.0869
N -25.786900 -3.143220 -39.328540 -1.443 -2.126 1.895 -0.3301
C -26.521990 -2.040910 -38.685960 -1.211 -1.569 -0.689 -0.0874
C -24.447100 -2.831310 -39.664770 0.082 0.713 -0.519 -0.1604
H -25.405220 -4.454760 -43.456330 -0.515 0.193 -0.190 0.0784
H -24.640860 -4.224170 -41.915010 -0.095 -0.631 0.018 0.0526
H -25.153080 -2.848470 -42.621370 -0.574 0.409 -0.734 0.0681
H -28.751070 -3.586430 -41.719430 -0.049 -0.363 -0.156 0.0758
H -27.992040 -3.611750 -43.344080 -0.124 0.126 -0.012 0.0770
H -27.775340 -2.256410 -42.173580 0.264 0.326 -0.381 0.0669
H -24.249140 -6.939190 -38.990810 0.137 0.086 0.573 0.0799
H -24.395330 -5.257860 -38.297960 0.256 -0.065 -0.113 0.0645
H -25.742930 -6.366390 -38.128180 0.414 -0.591 0.749 0.0942
H -26.790320 -7.157510 -40.659260 0.051 -1.130 -0.373 0.0886
H -25.791160 -6.549210 -41.972410 0.045 0.118 -0.004 0.0536
H -25.032390 -7.680330 -40.863530 -0.159 0.097 0.426 0.0791
H -25.882690 -1.351440 -38.134570 0.009 0.105 -0.581 0.0823
H -27.160130 -1.685170 -39.494870 0.155 1.504 0.189 0.0702
H -27.266570 -2.424200 -37.988260 0.226 -0.286 0.279 0.0810
H -24.605910 -2.170770 -40.517160 1.434 0.340 -0.468 0.0723
H -23.807690 -3.690660 -39.866660 -0.295 -0.016 -0.277 0.0740
H -23.985700 -2.279120 -38.846050 0.066 0.109 0.018 0.0796
O -24.284010 1.866960 -28.377610 1.226 -0.083 -1.709 -0.3190
P -23.336070 1.248180 -29.369020 1.167 -0.562 0.461 0.6842
N -22.255850 2.420910 -30.230190 -2.019 -3.501 -1.064 -0.2938
C -21.906260 3.593880 -29.538480 0.622 0.169 1.299 -0.1784
C -21.559600 2.121820 -31.541860 0.191 0.049 1.199 -0.0948
N -24.112650 0.331710 -30.570910 2.774 0.465 3.289 -0.3486
C -23.350120 -0.553460 -31.411970 -0.616 -1.003 -0.676 -0.1378
C -25.265800 0.845140 -31.194210 -0.470 0.290 -1.060 -0.1207
N -22.317180 0.037040 -28.547690 0.783 2.089 -1.511 -0.3175
C -23.006380 -1.106040 -27.984100 -0.212 1.206 0.841 -0.1430
C -20.977810 0.417800 -27.920610 -1.968 -0.856 -0.991 -0.0872
H -21.038860 3.370890 -28.917190 0.828 0.630 -0.092 0.0647
H -22.649940 3.798850 -28.768400 -0.420 0.440 -0.422 0.0710
H -21.735020 4.410520 -30.239810 -0.051 0.210 0.327 0.0837
H -20.879290 1.270760 -31.510790 -0.236 -0.461 0.377 0.0641
H -20.852050 2.914130 -31.786220 -0.331 0.504 0.246 0.0694
H -22.183500 1.982690 -32.424750 -0.497 0.093 0.346 0.0644
H -23.907940 -1.489610 -31.435340 -0.105 -0.224 -0.364 0.0906
H -23.353650 -0.139440 -32.420270 0.316 -0.127 -0.291 0.0741
H -22.345370 -0.872380 -31.134730 -0.044 0.777 0.493 0.0803
H -24.907930 1.546820 -31.947650 -0.540 0.479 -0.406 0.0788
H -25.697070 -0.002320 -31.727030 -0.610 0.179 0.058 0.0951
H -25.969570 1.326940 -30.515480 0.152 -0.196 0.002 0.0917
H -24.026190 -1.070760 -28.367300 0.107 -0.708 -0.120 0.0762
H -22.462590 -2.042470 -28.108520 -0.182 -0.080 -0.432 0.0790
H -23.094410 -0.921160 -26.913510 -0.184 -0.298 0.366 0.0751
H -20.372610 0.786070 -28.748990 0.316 0.170 0.447 0.0614
H -20.568980 -0.496030 -27.489500 0.201 -0.144 -0.395 0.0679
H -21.042610 1.090720 -27.065580 -0.226 0.473 -0.207 0.0692
C -29.840240 -0.219150 -26.290990 0.003 -0.401 -0.688 -0.0781
C -30.480730 1.084090 -26.374580 -2.258 3.935 -0.337 -0.2749
N -31.033250 2.129370 -26.496930 2.156 -3.945 0.550 0.0971
H -29.964410 -0.702030 -27.260280 0.078 0.042 -0.183 0.0880
H -30.330240 -0.906510 -25.601400 0.171 0.372 0.337 0.0838
H -28.766880 -0.123900 -26.126940 -0.151 -0.028 0.296 0.0841
```
Positions in Å, forces in eV/Å.